Entry 1:
ORCA calculation (ωB97M-V/def2-TZVPD) on a molecular structure, H2N5O2 at a distorted geometry.

Calculated values
Gap between HOMO and LUMO   8.864 eV

```
! wB97M-V def2-TZVPD RIJCOSX def2/J DEFGRID3
* xyz -1 1
N 0.560 2.267 1.621
N -0.442 1.413 1.897
N -0.011 0.372 2.527
N 1.628 1.734 2.019
N 1.241 0.426 2.651
O 2.810 2.122 1.991
O 2.072 -0.350 3.208
H 1.286 0.245 0.219
H 0.852 0.630 -0.369
*
```



Entry 2:
ORCA calculation (ωB97M-V/def2-TZVPD) on 2 unconnected molecules or ions with the total composition H2NO3S at a distorted geometry.

Calculated values
Gap between HOMO and LUMO (alpha / beta)   6.398 / 6.401 eV

```
! wB97M-V def2-TZVPD RIJCOSX def2/J DEFGRID3
* xyz -1 1
N -0.035 1.338 -0.422
O 0.653 -1.366 1.759
O -1.317 -2.152 0.562
O 0.338 0.206 -1.137
S 0.102 -1.806 0.478
H -0.569 1.935 -1.064
H 0.826 1.844 -0.176
*
```



Entry 3:
ORCA calculation (ωB97M-V/def2-TZVPD) on a gas-phase ion, H2NO3S (charge -1) at a distorted geometry.

Calculated values
Gap between HOMO and LUMO   7.696 eV

```
! wB97M-V def2-TZVPD RIJCOSX def2/J DEFGRID3
* xyz -1 1
N 0.884 1.029 0.781
O 0.010 -0.824 -1.755
O -1.470 -1.992 -0.239
O 0.247 -0.206 1.152
S -0.881 -0.719 -0.580
H 0.206 1.802 0.852
H 1.003 0.911 -0.210
*
```



Entry 4:
ORCA calculation (ωB97M-V/def2-TZVPD) on a molecular structure, H2NO3S2 at a distorted geometry.

Calculated values
Gap between HOMO and LUMO (alpha / beta)   6.726 / 6.727 eV

```
! wB97M-V def2-TZVPD RIJCOSX def2/J DEFGRID3
* xyz -1 1
N 0.313 0.018 1.026
O -2.053 -1.548 -1.696
O -1.875 0.832 -2.076
O 0.390 -0.161 -0.298
S 1.993 0.692 2.202
S -1.120 -0.450 -1.962
H 2.726 -0.325 1.640
H -0.374 0.941 1.165
*
```



Entry 5:
ORCA calculation (ωB97M-V/def2-TZVPD) on a single H2NO4P molecule at a distorted geometry.

Calculated values
SMILES   O=NP(=O)(O)O
Gap between HOMO and LUMO   8.552 eV

```
! wB97M-V def2-TZVPD RIJCOSX def2/J DEFGRID3
* xyz 0 1
N -1.526 -0.061 -0.279
O -2.157 0.840 0.111
O 0.551 -0.406 -1.264
O 0.498 1.205 0.585
O 0.705 -1.413 1.008
P 0.183 -0.278 0.240
H 1.162 1.261 1.340
H 0.584 -1.148 -1.742
*
```



Entry 6:
ORCA calculation (ωB97M-V/def2-TZVPD) on 2 unconnected molecules or ions with the total composition H2NO4S at a distorted geometry.

Calculated values
Gap between HOMO and LUMO (alpha / beta)   7.582 / 7.582 eV

```
! wB97M-V def2-TZVPD RIJCOSX def2/J DEFGRID3
* xyz -1 1
N -0.034 0.606 -1.710
O -0.680 0.507 0.712
O -1.307 -1.425 -0.738
O 1.558 -0.643 1.620
O -0.422 1.523 -2.376
S -1.296 0.024 -0.559
H 1.540 0.262 1.190
H 0.640 -0.854 1.861
*
```



Entry 7:
ORCA calculation (ωB97M-V/def2-TZVPD) on a single H2NOP molecule at a distorted geometry.

Calculated values
SMILES   O=NP
Gap between HOMO and LUMO (alpha / beta)   8.305 / 8.304 eV

```
! wB97M-V def2-TZVPD RIJCOSX def2/J DEFGRID3
* xyz 0 1
N -0.927 -0.323 0.330
O -1.835 0.566 -0.095
P 0.544 -0.433 -0.354
H 0.984 0.842 -0.713
H 1.233 -0.651 0.832
*
```



Entry 8:
ORCA calculation (ωB97M-V/def2-TZVPD) on a gas-phase ion, H2NOS2 (charge -1) at a distorted geometry.

Calculated values
SMILES   N=[S@@H]([O-])=S
Gap between HOMO and LUMO   7.694 eV

```
! wB97M-V def2-TZVPD RIJCOSX def2/J DEFGRID3
* xyz -1 1
N -1.044 0.030 0.843
O 0.572 1.635 -0.309
S 2.051 -1.009 0.031
S 0.207 0.263 -0.026
H -1.444 -0.918 0.784
H -0.342 -0.002 -1.321
*
```



Energy above the lowest of the compared OMol25 structures with the same formula, charge and spin, respectively: 1.287; 3.434; 2.723; 3.600; 0.591; 1.034; 4.751; 1.194 eV.